Entry 1:
C37H60BrIN8O5PS3Si2Y as an isolated structure in a non-equilibrium geometry, computed with ωB97M-V/def2-TZVPD.

Summary:
- HOMO: -7.23 eV
- Energy relative to the best compared isomer or geometry (same formula, charge and spin): 1.103 eV
- Lowest unoccupied orbital energy: -0.5 eV

Structure (ORCA input):
```
! wB97M-V def2-TZVPD RIJCOSX def2/J DEFGRID3
* xyz 0 1
Y 0.216 0.278 -0.593
C 2.388 -2.965 1.165
C 2.837 -2.429 -0.162
C 4.030 -2.857 -0.711
C 4.415 -2.348 -1.955
C 3.571 -1.510 -2.630
C 2.316 -1.166 -2.058
N 2.017 -1.571 -0.791
N 1.366 -0.440 -2.666
Si 1.302 -0.341 -4.390
C 2.416 0.990 -5.176
C -0.482 -0.055 -4.958
C 1.821 -2.001 -5.187
H 1.799 -3.871 1.002
H 1.758 -2.232 1.661
H 3.244 -3.211 1.794
H 4.651 -3.561 -0.176
H 5.374 -2.619 -2.379
H 3.839 -1.087 -3.587
H 2.469 1.884 -4.553
H 2.028 1.276 -6.157
H 3.436 0.626 -5.321
H -0.760 0.998 -4.951
H -1.179 -0.586 -4.313
H -0.613 -0.424 -5.978
H 2.765 -1.903 -5.726
H 1.076 -2.367 -5.895
H 1.967 -2.771 -4.427
C -5.303 1.135 -1.675
C -4.434 0.240 -2.567
C -3.024 0.471 -2.327
N -1.909 0.600 -2.106
H -6.347 0.841 -1.764
H -5.206 2.181 -1.956
H -4.993 1.027 -0.636
H -4.642 0.411 -3.625
H -4.629 -0.812 -2.341
C 1.888 3.853 2.188
Si 1.449 3.718 0.345
C 2.497 5.059 -0.522
C -0.322 4.425 0.245
C 1.869 1.994 -0.302
H 1.836 4.895 2.512
H 2.883 3.472 2.427
H 1.144 3.286 2.746
H 2.215 6.050 -0.157
H 2.356 5.051 -1.605
H 3.562 4.926 -0.320
H -0.591 4.877 1.202
H -1.059 3.654 0.041
H -0.409 5.188 -0.530
H 2.585 1.559 0.398
H 2.417 2.091 -1.250
C -3.230 1.130 2.271
S -1.448 1.216 2.081
O -0.893 -0.099 2.426
O -0.998 2.243 2.992
O -1.225 1.519 0.657
H -3.458 0.977 3.323
H -3.599 0.318 1.649
H -3.627 2.085 1.937
Br -3.104 4.261 -2.781
C -2.201 4.147 -4.442
C -2.874 4.556 -5.583
C -2.246 4.477 -6.815
C -0.945 4.004 -6.895
C -0.277 3.602 -5.752
C -0.898 3.662 -4.511
I 0.121 2.921 -2.792
H -3.886 4.927 -5.498
H -2.775 4.784 -7.707
H -0.448 3.938 -7.854
H 0.736 3.225 -5.810
C -2.675 -4.717 3.986
N -2.847 -3.228 4.265
C -1.962 -2.848 5.447
N -0.619 -3.228 5.223
C -0.526 -4.658 4.961
N -1.312 -5.047 3.799
C -0.761 -4.481 2.555
P -0.716 -2.587 2.453
C -2.501 -2.434 3.047
C 0.030 -2.429 4.176
H -3.245 -4.945 3.085
H -3.087 -5.258 4.841
H -3.822 -3.046 4.501
H -2.360 -3.359 6.326
H -2.029 -1.767 5.578
H -0.885 -5.208 5.836
H 0.517 -4.917 4.789
H -1.344 -4.868 1.714
H 0.258 -4.856 2.441
H -3.158 -2.736 2.233
H -2.667 -1.379 3.244
H 0.005 -1.376 4.458
H 1.077 -2.737 4.124
C -1.177 -3.137 -3.093
O -1.281 -2.313 -1.931
C -2.371 -2.430 -1.140
S -3.615 -3.487 -1.439
S -2.293 -1.363 0.181
H -0.171 -2.987 -3.476
H -1.920 -2.839 -3.835
H -1.353 -4.180 -2.835
N 1.453 2.567 5.751
C 2.219 1.463 5.902
O 2.519 1.009 6.994
C 2.707 0.847 4.627
C 4.004 0.359 4.554
C 4.447 -0.163 3.351
C 3.569 -0.194 2.278
N 2.298 0.199 2.354
C 1.886 0.712 3.511
H 1.103 3.016 6.579
H 1.144 2.900 4.853
H 4.639 0.402 5.430
H 5.452 -0.545 3.238
H 3.891 -0.555 1.306
H 0.853 1.012 3.557
*
```


Entry 2:
C37H60F6NO24V2 as an isolated structure in a non-equilibrium geometry, computed with ωB97M-V/def2-TZVPD.

Summary:
- HOMO: -4.89 eV
- Energy relative to the best compared isomer or geometry (same formula, charge and spin): 0.000 eV
- Lowest unoccupied orbital energy: 1.5 eV

Structure (ORCA input):
```
! wB97M-V def2-TZVPD RIJCOSX def2/J DEFGRID3
* xyz -1 1
O 26.215 -7.533 -1.513
V 27.756 -7.561 -1.254
O 28.534 -7.744 -2.606
O 23.985 -9.776 -0.369
V 25.129 -9.645 0.744
O 24.944 -10.856 1.746
C 28.027 -4.124 0.347
O 27.632 -2.901 -0.149
O 27.557 -5.086 -0.665
C 29.587 -4.130 0.743
F 30.355 -4.686 -0.197
F 30.078 -2.870 0.794
F 29.880 -4.843 1.763
C 27.517 -1.788 0.781
C 27.944 -0.471 0.178
H 27.170 -0.187 -0.535
H 28.102 0.430 0.770
H 28.836 -0.574 -0.440
H 28.017 -1.800 1.749
H 26.513 -1.659 1.183
H 27.549 -4.234 1.320
C 28.663 -9.262 0.839
O 29.370 -8.873 -0.329
O 27.335 -8.863 0.575
C 29.008 -10.713 1.388
F 28.598 -11.810 0.594
F 30.311 -10.833 1.526
F 28.491 -10.931 2.578
C 30.730 -8.763 -0.232
C 31.221 -7.845 -1.467
H 30.663 -6.908 -1.471
H 32.289 -7.633 -1.419
H 31.068 -8.399 -2.392
H 31.189 -9.751 -0.235
H 31.058 -8.243 0.669
H 28.936 -8.598 1.659
C 26.409 -5.926 3.005
C 25.186 -6.781 3.653
C 24.840 -6.113 5.005
C 23.426 -6.577 5.480
C 22.440 -6.517 4.362
C 22.755 -7.392 3.125
N 24.042 -6.901 2.654
O 24.469 -7.455 1.402
C 21.634 -7.131 2.060
C 22.616 -8.904 3.631
C 25.788 -8.144 3.866
H 26.054 -4.922 2.773
H 26.891 -6.415 2.158
H 27.273 -5.764 3.650
H 25.019 -5.038 4.992
H 25.496 -6.446 5.809
H 23.168 -5.829 6.230
H 23.430 -7.573 5.922
H 22.339 -5.453 4.149
H 21.531 -6.758 4.914
H 20.725 -7.245 2.652
H 21.681 -7.887 1.276
H 21.645 -6.102 1.702
H 21.617 -9.261 3.885
H 23.174 -9.176 4.527
H 23.122 -9.511 2.881
H 25.169 -8.868 4.396
H 26.703 -8.038 4.448
H 26.211 -8.547 2.946
C 33.817 -12.422 -4.804
C 34.377 -10.932 -4.577
C 33.446 -9.901 -4.275
O 34.082 -9.144 -3.192
C 35.261 -9.713 -2.908
O 35.933 -9.408 -1.908
O 35.366 -10.842 -3.563
H 33.023 -12.490 -5.548
H 33.527 -12.732 -3.800
H 34.571 -13.181 -5.013
H 34.915 -10.712 -5.499
H 32.631 -10.489 -3.851
H 33.201 -9.501 -5.259
C 35.914 -5.610 0.009
C 34.932 -5.137 -0.958
C 33.572 -4.659 -0.472
O 33.483 -3.356 -1.026
C 34.487 -3.150 -1.931
O 34.719 -2.113 -2.583
O 35.350 -4.171 -1.869
H 35.487 -6.234 0.794
H 36.714 -4.971 0.384
H 36.591 -6.347 -0.422
H 34.476 -5.935 -1.545
H 33.526 -4.549 0.611
H 32.806 -5.409 -0.671
C 26.955 -14.774 -0.754
C 26.594 -16.165 -0.305
C 25.428 -16.277 0.665
O 24.357 -16.748 -0.057
C 24.678 -17.042 -1.327
O 24.080 -17.543 -2.209
O 26.033 -16.650 -1.455
H 27.444 -14.268 0.078
H 26.213 -14.037 -1.058
H 27.707 -14.966 -1.519
H 27.416 -16.715 0.153
H 25.337 -15.226 0.940
H 25.466 -17.076 1.406
C 30.664 -13.858 -0.430
C 31.211 -15.235 -0.853
C 30.472 -16.434 -0.164
O 29.726 -16.994 -1.190
C 30.091 -16.585 -2.363
O 29.656 -16.906 -3.506
O 30.818 -15.399 -2.147
H 30.491 -13.726 0.638
H 29.743 -13.481 -0.874
H 31.287 -13.031 -0.769
H 32.280 -15.424 -0.753
H 29.685 -16.177 0.544
H 31.116 -17.267 0.119
C 32.562 -5.455 -4.784
C 31.079 -6.067 -4.607
C 30.012 -5.867 -5.700
O 29.365 -7.083 -5.719
C 30.147 -8.023 -5.281
O 29.854 -9.199 -5.346
O 31.234 -7.464 -4.783
H 33.309 -6.021 -4.228
H 32.594 -4.444 -4.377
H 32.862 -5.276 -5.816
H 30.789 -5.838 -3.581
H 30.535 -5.569 -6.609
H 29.354 -5.032 -5.458
*
```


Entry 3:
C37H61BClN6O7P2Rb as an isolated structure in a non-equilibrium geometry, computed with ωB97M-V/def2-TZVPD.

Summary:
- HOMO: -0.69 eV
- Energy relative to the best compared isomer or geometry (same formula, charge and spin): 1.423 eV
- Lowest unoccupied orbital energy: 3.9 eV

Structure (ORCA input):
```
! wB97M-V def2-TZVPD RIJCOSX def2/J DEFGRID3
* xyz -2 1
Rb 1.247 -0.722 -1.699
C -3.017 2.687 0.793
C -2.122 3.147 -0.352
C -0.760 2.453 -0.274
C -1.884 4.660 -0.276
P -2.797 2.769 -2.096
C -2.591 0.889 -2.280
N -2.877 -0.141 -1.317
B -1.870 -0.764 -0.411
N -2.542 -2.006 -0.058
C -1.970 -3.059 0.720
P -0.383 -2.392 1.464
C 0.366 -4.163 1.942
C 0.886 -4.635 0.577
C -0.481 -5.297 2.535
C 1.585 -3.906 2.827
C -1.128 -1.648 3.082
C -2.375 -0.824 2.761
C -1.504 -2.659 4.161
C -0.051 -0.696 3.606
C -3.768 -2.108 -0.631
C -4.726 -3.101 -0.538
C -5.908 -2.967 -1.259
C -6.106 -1.864 -2.070
C -5.141 -0.866 -2.182
C -3.974 -0.957 -1.443
C -4.710 3.036 -2.112
C -5.054 2.691 -3.568
C -5.580 2.211 -1.160
C -4.997 4.529 -1.927
H -2.495 2.783 1.745
H -3.287 1.643 0.658
H -3.919 3.293 0.840
H -0.201 2.835 0.583
H -0.175 2.636 -1.177
H -0.895 1.366 -0.158
H -1.462 4.934 0.692
H -2.808 5.218 -0.410
H -1.181 4.963 -1.049
H -1.522 0.839 -2.525
H -3.121 0.670 -3.215
H -1.734 -3.925 0.083
H -2.656 -3.406 1.511
H 0.071 -4.986 -0.056
H 1.590 -5.458 0.697
H 1.407 -3.830 0.060
H -1.435 -5.399 2.019
H -0.673 -5.164 3.596
H 0.063 -6.239 2.421
H 2.200 -3.130 2.376
H 2.194 -4.808 2.914
H 1.301 -3.597 3.833
H -3.201 -1.456 2.443
H -2.150 -0.127 1.956
H -2.698 -0.273 3.649
H -2.240 -3.369 3.788
H -1.943 -2.138 5.016
H -0.636 -3.203 4.514
H 0.137 0.077 2.865
H 0.882 -1.225 3.782
H -0.368 -0.216 4.536
H -4.559 -3.972 0.082
H -6.663 -3.745 -1.200
H -7.033 -1.762 -2.622
H -5.324 -0.036 -2.846
H -4.849 1.645 -3.779
H -4.447 3.287 -4.250
H -6.109 2.878 -3.781
H -5.092 1.287 -0.868
H -6.523 1.955 -1.645
H -5.816 2.769 -0.254
H -4.306 5.126 -2.522
H -4.902 4.825 -0.884
H -6.014 4.761 -2.247
O 0.521 2.130 -5.281
Cl 1.206 1.455 -4.234
O 2.588 1.319 -4.604
O 0.639 0.171 -4.034
O 1.139 2.214 -3.033
C 4.744 0.675 0.641
N 3.382 1.141 0.425
C 2.559 0.694 1.540
N 3.054 1.206 2.827
C 4.425 0.740 2.990
N 5.294 1.186 1.905
C 5.246 2.641 1.853
N 3.894 3.160 1.660
C 3.374 2.594 0.405
C 3.063 2.660 2.753
H 5.389 1.010 -0.177
H 4.746 -0.416 0.660
H 2.559 -0.396 1.573
H 1.539 1.055 1.391
H 4.422 -0.354 3.012
H 4.822 1.120 3.940
H 5.875 2.979 1.023
H 5.643 3.043 2.794
H 3.998 2.956 -0.417
H 2.348 2.943 0.254
H 2.037 3.008 2.602
H 3.443 3.074 3.696
O 3.533 -0.180 -2.533
C 4.818 -0.564 -2.595
C 5.732 0.213 -3.309
C 7.075 -0.108 -3.322
C 7.521 -1.235 -2.651
C 6.607 -2.031 -1.983
C 5.258 -1.714 -1.925
C 4.320 -2.660 -1.109
O 4.901 -3.517 -0.427
O 3.095 -2.482 -1.219
H 3.377 0.461 -3.253
H 5.360 1.073 -3.857
H 7.777 0.524 -3.852
H 8.575 -1.488 -2.650
H 6.925 -2.929 -1.468
*
```


Entry 4:
C37H62BrN12O2Ti as an isolated structure, computed with ωB97M-V/def2-TZVPD.

Summary:
- HOMO: -14.72 eV
- Energy relative to the best compared isomer or geometry (same formula, charge and spin): 0.695 eV
- Lowest unoccupied orbital energy: -8.6 eV

Structure (ORCA input):
```
! wB97M-V def2-TZVPD RIJCOSX def2/J DEFGRID3
* xyz 3 1
Ti 0.082 -0.951 0.057
C -2.921 -0.561 3.718
N -1.574 -0.515 3.152
C -0.902 0.765 3.335
C -0.843 -1.636 2.971
N 0.080 -1.675 1.971
C 1.348 -2.380 2.220
C 1.588 -3.400 1.114
N 1.266 -2.829 -0.236
C 2.498 -2.541 -0.992
C 3.223 -1.429 -0.280
N 2.276 -0.377 0.142
C 2.845 0.764 0.486
N 2.016 1.890 0.712
C 2.081 3.034 -0.205
C 2.166 2.342 2.102
N 4.180 0.881 0.720
C 4.913 -0.009 1.625
C 4.924 2.104 0.416
C 0.374 -3.742 -0.982
C -1.035 -3.589 -0.470
N -1.439 -2.170 -0.587
C -2.755 -1.995 -0.916
N -3.179 -0.978 -1.657
C -2.405 -0.366 -2.724
C -4.560 -0.495 -1.596
N -3.659 -2.877 -0.431
C -3.566 -3.384 0.928
C -4.792 -3.369 -1.211
N -1.034 -2.678 3.796
C -0.863 -4.072 3.414
C -1.380 -2.498 5.208
H -3.537 0.153 3.174
H -2.941 -0.286 4.773
H -3.342 -1.555 3.602
H -1.544 1.567 2.972
H -0.704 0.925 4.400
H 0.032 0.775 2.788
H 1.377 -2.862 3.201
H 2.143 -1.629 2.221
H 0.955 -4.276 1.254
H 2.623 -3.752 1.119
H 2.216 -2.260 -2.002
H 3.123 -3.440 -1.047
H 3.984 -0.991 -0.935
H 3.753 -1.851 0.571
H 2.145 2.689 -1.230
H 2.918 3.701 0.000
H 1.167 3.617 -0.084
H 3.124 2.830 2.298
H 2.061 1.499 2.784
H 1.377 3.062 2.317
H 4.223 -0.593 2.228
H 5.475 0.629 2.308
H 5.612 -0.664 1.104
H 4.617 2.516 -0.540
H 5.971 1.819 0.326
H 4.839 2.855 1.202
H 0.716 -4.781 -0.896
H 0.407 -3.457 -2.036
H -1.101 -3.912 0.568
H -1.677 -4.248 -1.064
H -1.415 -0.808 -2.776
H -2.326 0.707 -2.546
H -2.920 -0.543 -3.672
H -5.010 -0.765 -0.646
H -5.158 -0.891 -2.416
H -4.526 0.589 -1.682
H -2.774 -2.858 1.460
H -3.369 -4.457 0.948
H -4.511 -3.198 1.442
H -4.684 -3.072 -2.248
H -5.742 -3.005 -0.821
H -4.789 -4.458 -1.164
H -0.838 -4.159 2.336
H -1.720 -4.635 3.788
H 0.043 -4.503 3.845
H -1.297 -1.453 5.484
H -0.665 -3.071 5.798
H -2.385 -2.865 5.415
O -1.381 4.496 0.192
C -2.498 3.746 0.445
C -3.741 4.298 0.712
C -4.821 3.459 0.929
C -4.666 2.077 0.874
C -3.418 1.542 0.601
C -2.323 2.366 0.391
C -0.939 1.855 0.129
O -0.829 0.469 0.350
N -0.555 1.997 -1.266
N 0.259 1.042 -1.806
C 0.845 1.368 -2.899
C 1.581 0.481 -3.796
Br 0.994 -1.323 -3.936
C 2.484 0.905 -4.692
C 3.081 2.242 -4.769
C 3.424 2.730 -6.030
C 3.965 3.998 -6.169
C 4.190 4.782 -5.047
C 3.887 4.291 -3.783
C 3.338 3.028 -3.646
H -1.581 5.441 0.260
H -3.865 5.371 0.747
H -5.790 3.888 1.140
H -5.516 1.433 1.047
H -3.274 0.470 0.576
H -0.227 2.329 0.814
H -0.446 2.953 -1.594
H 0.787 2.398 -3.259
H 2.791 0.208 -5.462
H 3.257 2.116 -6.905
H 4.218 4.367 -7.151
H 4.622 5.765 -5.156
H 4.101 4.889 -2.909
H 3.168 2.623 -2.658
*
```